No. 1
A structure of composition C17H20BiN4S2. Source: OMol25; level of theory: the ωB97M-V functional and the def2-TZVPD basis.

The geometry in ORCA input format:
```
! wB97M-V def2-TZVPD RIJCOSX def2/J DEFGRID3
* xyz 1 1
C 3.5501 2.9814 -1.5828
H 3.4317 2.3755 0.4637
C 1.5969 1.9659 -0.6011
C 2.8972 3.0487 -2.8074
H 1.0766 2.6527 -3.8777
C -2.1940 -1.1106 1.9084
H -0.4345 0.4620 -2.2079
N -2.1249 0.1613 2.3061
C -1.5018 3.0820 -0.4067
H -3.1964 -3.0059 2.0134
C -2.4938 0.9352 -0.8385
C 2.9042 2.4363 -0.4835
H -1.2709 -2.6746 0.6844
H -0.5856 3.6672 -0.4710
H -0.9914 2.0430 -2.7594
S 2.6426 -0.4337 1.3035
H -1.9218 3.1784 0.5972
C -3.0224 0.6010 3.1817
H -2.3066 -0.1285 -0.9812
C 0.9411 2.0522 -1.8220
H -4.7348 0.2023 4.4176
H -2.2241 3.4874 -1.1216
H -2.9333 1.6410 3.4829
N -1.2191 1.6610 -0.6937
H -4.8634 -2.1817 3.6788
H 5.4197 -2.7081 -0.7714
C -1.1672 -1.6403 1.0022
N 0.7710 -1.7820 -0.1147
C -0.4617 1.5230 -1.9508
Bi 0.5228 1.1376 1.1950
H 4.9807 -0.9955 -0.5537
N -0.1068 -1.0360 0.6161
S 3.0976 -2.4752 -0.8871
H 3.4041 3.4671 -3.6686
H 4.5656 3.3490 -1.4837
C -4.1005 -1.5187 3.2890
C 4.7364 -2.0179 -0.2813
C 1.5942 2.5901 -2.9264
H 4.7934 -2.1532 0.7954
H -3.1115 1.0775 0.0429
C 2.0319 -1.5477 0.1179
C -4.0285 -0.2024 3.7041
C -3.1715 -1.9825 2.3706
H -3.0400 1.3066 -1.7118
*
```

Results
Molar mass (g/mol): 553.5
Largest force on an atom (hartree/bohr): 0.0109
Gap between HOMO and LUMO (eV): 7.5109
HOMO level (Eh): -0.4174
Electronic energy (eV): -51417.6777

These are the natural (NBO) partial charges, in e, on atoms 1 to 8:
1. C -0.224
2. H 0.209
3. C -0.424
4. C -0.180
5. H 0.221
6. C 0.106
7. H 0.227
8. N -0.452

---

No. 2
An isolated molecule of C17H20BrFN6O2. Source: OMol25; level of theory: the ωB97M-V functional and the def2-TZVPD basis.

The geometry in ORCA input format:
```
! wB97M-V def2-TZVPD RIJCOSX def2/J DEFGRID3
* xyz 0 1
H 0.5810 6.7723 -4.1802
C 1.2720 0.8330 2.4339
O 1.0353 1.0381 -2.1373
H 5.9013 1.5076 -2.5674
C -0.0268 1.6155 -2.0028
H 1.0698 -0.1678 -0.0787
H 0.0572 -1.2065 0.9338
Br 2.2928 3.9088 -1.9654
H -1.9349 1.6332 -1.3629
N -1.0055 5.1896 -4.0277
H 6.5437 3.4499 -0.5352
C 0.6164 3.9439 -2.7957
H 4.1093 1.4065 -2.2478
C 5.3492 0.9721 -0.4680
H 6.8727 0.8446 1.0733
H 7.6309 3.2135 0.9086
H 4.4010 -0.8817 -1.2862
O 1.0509 6.0938 -3.6741
N -1.5656 3.0615 -3.1706
H 6.2085 -0.7667 -1.5270
C 0.2044 5.0789 -3.5092
H 1.1204 1.5575 3.2315
H 3.3557 -0.6787 1.1858
C 3.3726 0.3932 1.0960
N 2.4745 1.1926 1.7134
H -2.8399 4.2818 -4.2222
H -0.8731 -0.9220 -1.3294
H -1.9727 -0.2785 -0.1060
N 3.7436 2.5188 0.6459
C 5.1073 1.1182 -1.9462
C 0.0679 0.8449 1.4993
C -0.3215 2.9381 -2.6825
H 7.7905 1.6540 -1.7719
C 0.1154 -0.2307 0.4428
H 1.4076 -0.1555 2.8732
C -1.8396 4.1766 -3.8194
C 7.8749 1.6782 -0.6945
H -0.0176 1.8364 1.0493
N 2.7118 2.4748 1.4237
C 4.1847 1.2523 0.4063
N -1.0520 1.1627 -1.2499
F -1.0692 0.6551 2.2956
C 6.6689 1.3554 0.1380
C 7.1536 2.7714 0.0456
C 5.2764 -0.2488 -1.3452
H 8.8365 1.3574 -0.3186
C -1.0070 -0.1311 -0.5873
*
```

Results
Molar mass (g/mol): 439.3
Largest force on an atom (hartree/bohr): 0.0006
Structure (SMILES): O=C(NCC[C@@H](F)Cn1cc(C2(C3CC3)CC2)nn1)c1ncnc(O)c1Br
Gap between HOMO and LUMO (eV): 9.3772
HOMO level (Eh): -0.3387
Electronic energy (eV): -103747.9976

These are the natural (NBO) partial charges, in e, on atoms 1 to 8:
1. H 0.501
2. C -0.238
3. O -0.605
4. H 0.212
5. C 0.641
6. H 0.251
7. H 0.216
8. Br 0.162

---

No. 3
A structure of composition C17H20F3N3PdSSi. Source: OMol25; level of theory: the ωB97M-V functional and the def2-TZVPD basis.

The geometry in ORCA input format:
```
! wB97M-V def2-TZVPD RIJCOSX def2/J DEFGRID3
* xyz 0 1
H 1.5829 5.4373 -1.0506
H -1.9922 -0.4022 2.4631
C 5.1201 -0.4242 0.3207
C 3.4294 -1.7396 3.4300
N 2.7713 -0.4887 -0.0610
H -1.2331 -2.9829 1.2494
H -3.5808 -1.5550 -2.0428
H -3.4922 0.1476 1.6971
C 0.2276 2.8763 -1.5430
C -2.3783 -4.4403 0.2010
N 0.4307 1.7433 -1.4743
C -2.4027 0.2237 1.6687
H -0.8396 5.1444 -0.0020
H 5.7679 -1.0955 2.2552
N 0.0078 4.1691 -1.6783
C 2.5642 -0.9920 1.1739
C -3.6800 -3.6463 -1.6475
H -1.5094 5.5931 -1.5885
H 6.1100 -0.2017 -0.0497
H -3.6020 -5.7025 -1.0338
S 0.8908 -1.3098 1.5251
H -3.7460 0.7551 -1.1889
C -3.2313 -2.3550 -1.4013
C -3.2551 -4.6945 -0.8454
C 4.0038 -0.2195 -0.4703
C -2.3489 -2.0772 -0.3542
H 0.8007 5.8677 -2.5886
Si -1.7809 -0.3008 -0.0251
C 4.9262 -0.9237 1.5988
F 4.6019 -1.9464 4.0649
C -1.9317 -3.1494 0.4377
F 2.7753 -2.9106 3.4385
H -1.9174 4.0294 -0.8684
H -2.3580 1.8384 -1.1671
F 2.7258 -0.8854 4.1924
C 3.6472 -1.2118 2.0408
H -2.1155 1.2552 1.8838
H 1.8986 4.4812 -2.5150
H -2.4024 0.5050 -2.3175
H -4.3627 -3.8315 -2.4678
H -2.0359 -5.2508 0.8322
C 1.1430 5.0399 -1.9690
Pd 0.4671 -0.1100 -0.3620
C -2.6594 0.7990 -1.2982
C -1.1300 4.7687 -0.9865
H 4.0933 0.1733 -1.4767
*
```

Results
Molar mass (g/mol): 489.9
Largest force on an atom (hartree/bohr): 0.0122
Gap between HOMO and LUMO (eV): 7.8224
HOMO level (Eh): -0.2770
Electronic energy (eV): -52770.3988

These are the natural (NBO) partial charges, in e, on atoms 1 to 8:
1. H 0.197
2. H 0.247
3. C -0.306
4. C 0.983
5. N -0.538
6. H 0.218
7. H 0.204
8. H 0.232

---

No. 4
A structure of composition C17H20F6N2OV at a distorted geometry. Source: OMol25; level of theory: the ωB97M-V functional and the def2-TZVPD basis.

The geometry in ORCA input format:
```
! wB97M-V def2-TZVPD RIJCOSX def2/J DEFGRID3
* xyz 2 2
C 2.2525 2.0621 2.9060
C 1.8358 0.9716 2.1655
H -0.8823 -3.9258 -1.2496
O -1.0235 -1.0266 0.4249
C 1.0813 2.3511 -1.0773
H 3.1400 -0.5387 0.2433
F -4.6529 -1.5673 0.7289
C 2.2396 3.3397 2.3560
N 0.7118 1.0833 -1.4744
C -2.4029 -0.6908 0.7919
C 0.2413 1.9106 -3.6493
H 0.7138 -3.2352 -1.5970
N 1.3615 1.1809 0.9128
F -3.7039 -0.2692 2.8115
H 0.8160 -3.2867 0.5606
H 2.5380 4.2084 2.9371
H -3.9193 0.7914 0.4244
H -0.3824 -4.4661 0.9376
H 0.0381 -0.1775 -2.9597
C 0.5823 3.2035 -3.2531
H -2.2837 1.4422 0.6335
C 1.0278 3.4145 -1.9597
F -2.9777 -3.0321 0.8193
C -2.4548 -0.5953 2.3584
C -3.3679 -1.8309 0.3208
H 1.3702 4.3674 -1.5674
C 0.3113 0.8554 -2.7521
C 2.3521 -1.0653 -0.3639
C 0.4716 -4.3192 0.2575
V 0.4488 -0.1612 -0.0493
C -2.8623 0.6246 0.2008
H 0.4086 -4.8901 -2.0013
H 2.6393 -0.7404 -1.3911
F -3.3812 -1.9231 -1.0506
H 1.8274 -0.0695 2.4836
C 1.8693 3.5027 1.0328
H 1.2831 -4.9539 0.6265
H 2.5524 -2.1493 -0.2936
F -2.0584 -1.7488 2.9387
H 1.8873 4.4326 0.4899
F -1.5917 0.3971 2.7714
H 0.5408 4.0395 -3.9436
H 2.5733 1.8932 3.9233
C 0.1869 -4.1494 -1.1819
H -0.0863 1.7148 -4.6602
C 1.4565 2.4004 0.2997
H -2.7271 0.6253 -0.8815
*
```

Results
Molar mass (g/mol): 433.3
⟨S²⟩: 0.782
Largest force on an atom (hartree/bohr): 0.0748
Gap between HOMO and LUMO (alpha / beta) (eV): 6.7330 / 6.9932
HOMO level (alpha / beta) (Eh): -0.5943 / -0.5943
Electronic energy (eV): -64957.2443

These are the natural (NBO) partial charges, in e, on atoms 1 to 8:
1. C -0.203
2. C 0.118
3. H 0.218
4. O -0.684
5. C 0.181
6. H 0.247
7. F -0.293
8. C -0.057

---

No. 5
A structure of composition C17H20GeN3NaO7 at a distorted geometry. Source: OMol25; level of theory: the ωB97M-V functional and the def2-TZVPD basis.

The geometry in ORCA input format:
```
! wB97M-V def2-TZVPD RIJCOSX def2/J DEFGRID3
* xyz -2 1
H -0.0094 -4.1389 -5.4990
Na -0.0850 0.1023 0.3329
C -3.8896 -1.8649 1.4315
C 4.9711 -2.8148 0.3666
H -1.6921 -4.5262 -5.1472
Ge 3.4700 -1.6618 -0.2457
C -3.3509 0.1554 0.1723
H -0.4002 -5.4004 -4.3258
O -2.5145 1.3676 -1.6816
C 2.0785 -1.2067 0.9299
C 4.4527 -0.0874 -0.9210
H 2.4662 -0.8677 1.8999
N -7.0485 -0.3113 0.3360
H 5.7185 -2.9398 -0.4268
H -0.7112 -1.6761 -4.9059
H 2.3570 -3.5425 -1.5915
C 2.8377 -2.5984 -1.8603
O -1.5072 1.6317 0.3127
O -2.5206 -3.6846 1.8338
C -0.7193 -3.7704 -2.2670
O -1.6378 -1.1060 1.2558
H -0.7166 -4.8180 -1.9877
H 5.2542 -0.3827 -1.6062
H -5.9658 -2.3140 1.6676
H 2.1060 -1.9909 -2.3980
C -0.7250 -2.7939 -1.2795
C -4.6805 0.3353 -0.0423
H 4.5967 -3.8010 0.6560
H 5.4563 -2.3660 1.2386
H 1.3964 -2.0511 1.1017
C -2.3758 1.1449 -0.4640
H 3.6815 -2.8159 -2.5232
H 3.7616 0.5821 -1.4374
O -4.3491 -3.5510 2.9568
O -7.8556 -1.0956 0.8293
H -5.0066 1.1502 -0.6735
H -0.7401 -3.0508 -0.2241
C -0.7353 -1.1242 -2.8371
C -5.2354 -1.6345 1.2580
N -3.5509 -3.1150 2.1321
O -7.3986 0.6826 -0.2913
C -0.7023 -3.3947 -3.6005
C -0.6994 -4.4211 -4.7014
H -0.7966 -0.0561 -3.0170
C -5.6332 -0.5354 0.5318
N -0.7225 -1.4937 -1.5553
C -0.7126 -2.0334 -3.8819
C -2.8408 -0.9663 0.9856
H 4.8947 0.4630 -0.0850
*
```

Results
Molar mass (g/mol): 474.0
Largest force on an atom (hartree/bohr): 0.0237
Gap between HOMO and LUMO (eV): 5.0734
HOMO level (Eh): -0.0377
Electronic energy (eV): -97685.8214

These are the natural (NBO) partial charges, in e, on atoms 1 to 8:
1. H 0.210
2. Na 0.881
3. C -0.147
4. C -1.111
5. H 0.212
6. Ge 1.612
7. C -0.222
8. H 0.209

---

No. 6
A structure of composition C17H20N14O6P2SV at a distorted geometry. Source: OMol25; level of theory: the ωB97M-V functional and the def2-TZVPD basis.

The geometry in ORCA input format:
```
! wB97M-V def2-TZVPD RIJCOSX def2/J DEFGRID3
* xyz -1 3
C -1.8227 3.3552 0.7569
H 1.7103 -0.8009 5.3071
H -0.5317 -4.6367 3.8341
N 3.4456 -1.7789 -0.4369
C 2.2248 0.1143 -4.1590
C 0.0735 0.5899 -2.5391
H -0.9545 -0.9239 -3.5123
N 2.0066 -1.7557 2.8152
O 1.8076 0.8993 2.7285
H 3.2338 1.6453 -2.9998
O 0.0156 -4.1533 3.1917
O -1.8295 -2.5359 3.8230
N -3.9600 1.8041 -0.3347
N -2.4224 -2.5831 -2.3216
P 0.3032 0.3186 2.8903
H 1.4162 -4.3311 -2.5103
H 3.1127 -0.0688 -4.8250
N 2.3969 -1.2686 0.0739
C -0.0304 4.8578 0.1361
H -2.2230 2.6348 1.4845
H 1.3590 2.0845 -1.6099
C 1.2273 1.3406 -2.3512
P -0.6879 -2.7091 2.9235
N -2.2963 -3.4989 -3.1785
H 1.0035 -1.5012 -5.0232
H 2.7108 -1.1581 3.2921
S -3.1579 -0.6612 0.3713
O -0.4397 1.0964 3.8994
C -1.9938 4.6964 -1.2365
N -1.9877 1.2598 -1.4871
H 2.2766 -2.7105 3.0722
H 1.7656 1.7477 2.2406
O -0.2099 0.1495 1.4662
N 3.1026 -2.7028 -1.3469
H -0.1531 3.5693 1.9335
N -1.0441 -4.0346 -3.2539
C 0.8859 -1.4620 5.0461
O -0.8047 -2.5986 1.4594
C 0.6877 -1.4262 3.5019
C -0.3784 -3.3549 -2.3303
C -0.0213 -0.4064 -3.4864
C -0.7579 5.2910 -0.9837
C -2.5331 3.7657 -0.3812
N -3.7780 3.0740 -0.7823
N -1.0337 0.4942 -1.5070
H -4.5572 3.6451 -0.3730
H -0.0175 -1.0006 5.4764
C -3.0891 0.8839 -0.5685
N 0.9606 -3.5547 -2.0512
C 1.7593 -2.7070 -1.3427
N -1.1731 -2.4689 -1.6878
C -0.5631 3.8598 0.9710
H 1.1145 -2.4573 5.3834
H 0.9601 5.2115 0.4023
C 1.0341 -0.6317 -4.3348
C 2.3031 1.0812 -3.1816
N 1.2973 -1.8624 -0.4465
H -0.3616 6.0357 -1.6480
H -2.5702 5.0050 -2.1052
V -0.8212 -1.2103 0.0836
H 2.0104 -1.5561 1.7719
*
```

Results
Molar mass (g/mol): 661.4
⟨S²⟩: 2.016
Largest force on an atom (hartree/bohr): 0.0518
Gap between HOMO and LUMO (alpha / beta) (eV): 7.1947 / 7.2756
HOMO level (alpha / beta) (Eh): -0.1885 / -0.1923
Electronic energy (eV): -106207.4981

These are the natural (NBO) partial charges, in e, on atoms 1 to 8:
1. C -0.269
2. H 0.201
3. H 0.513
4. N -0.083
5. C -0.212
6. C 0.187
7. H 0.247
8. N -0.735